Formula: C4H9N2O
Source: the OMol25 dataset
Level of theory: ωB97M-V/def2-TZVPD

Positions of all 16 atoms, in Å:
C (2.2233, 1.1284, -0.2745)
C (1.2753, -0.0047, 0.0994)
C (0.4835, -0.5898, -0.9078)
N (-0.5560, -1.2606, -0.2727)
C (-0.6143, -0.8392, 1.0457)
N (0.5114, -0.0545, 1.1992)
H (1.6468, 2.0603, -0.3047)
H (2.4350, 0.9484, -1.3395)
H (2.9967, 1.1119, 0.5025)
H (0.5807, -0.5509, -2.0189)
H (-1.1268, -1.9625, -0.5441)
H (-1.3231, -1.1087, 1.8234)
H (0.6816, 0.3069, 2.1953)
H (-2.5056, 1.5366, -1.4151)
H (-2.5333, 1.5172, 0.0936)
O (-2.5933, 0.8973, -0.6568)

Forces on atoms 1 to 6 (eV/Å):
-0.9 -1.1 0.6
-2.0 1.8 -4.0
0.7 -1.3 0.6
2.2 4.1 3.9
2.6 0.1 -2.5
-2.5 -1.1 4.3

## Properties
calculated total energy	-9314.4883	eV
multiplicity	1
F_max	0.1184	hartree/bohr
net charge	+1

Atomic partial charges in e from the natural (NBO) method, atoms 1 to 6:
1 C -0.635
2 C 0.156
3 C -0.030
4 N -0.426
5 C 0.235
6 N -0.472

---

Formula: C4H9N2O
Source: the OMol25 dataset
Level of theory: ωB97M-V/def2-TZVPD

Positions of all 16 atoms, in Å:
C (-3.0655, 0.4997, 0.1013)
N (-2.1477, -0.2602, 0.4699)
C (-1.0096, -0.8613, 0.0179)
O (-0.9363, -1.9064, -0.6496)
C (0.4641, -0.2433, 0.5381)
C (0.7593, 0.8036, -0.5379)
N (1.3707, -1.4265, 0.3814)
H (-3.1513, 1.1648, -0.7785)
H (-3.8196, 0.5754, 0.8800)
H (0.2303, 0.1663, 1.5333)
H (-0.1175, 1.4830, -0.6628)
H (1.6191, 1.5026, -0.2322)
H (0.9881, 0.4810, -1.5967)
H (0.7485, -2.0785, -0.2964)
H (1.4800, -1.9822, 1.2155)
H (2.2024, -1.1985, -0.2008)

Forces on atoms 1 to 6 (eV/Å):
-0.6 0.9 0.8
2.2 -1.4 -0.7
1.0 -0.6 -0.3
-0.1 1.6 1.1
-3.1 -0.5 -2.0
1.1 2.2 -0.2

## Properties
calculated total energy	-9313.5654	eV
multiplicity	1
F_max	0.0714	hartree/bohr
structure (SMILES)	C=NC(=O)[C@H](C)[NH3+]
net charge	+1

Atomic partial charges in e from the natural (NBO) method, atoms 1 to 6:
1 C 0.079
2 N -0.444
3 C 0.667
4 O -0.581
5 C -0.137
6 C -0.678

---

Formula: C4H9N2O
Source: the OMol25 dataset
Level of theory: ωB97M-V/def2-TZVPD

Positions of all 16 atoms, in Å:
C (2.0557, -0.4908, 0.1391)
C (0.6903, -0.2800, -0.4859)
C (0.1320, 0.9621, 0.1208)
N (-1.2789, 1.1958, -0.0038)
C (-2.0634, 0.1384, -0.0627)
N (-1.5388, -1.1101, -0.0606)
O (-0.1501, -1.3890, 0.0673)
H (2.0579, -0.7464, 1.2414)
H (2.5985, 0.4718, -0.1311)
H (2.5606, -1.2061, -0.3740)
H (0.6612, -0.4496, -1.6196)
H (0.3816, 0.6842, 1.1981)
H (0.7171, 1.7802, -0.1634)
H (-1.6360, 2.1850, 0.1144)
H (-3.0760, 0.2510, -0.1227)
H (-2.1118, -1.9962, 0.1426)

Forces on atoms 1 to 6 (eV/Å):
-0.5 2.7 0.7
-1.1 -2.1 -0.8
0.6 -1.1 2.5
-0.7 0.9 -0.2
3.7 -1.7 0.4
-0.8 -0.1 0.4

## Properties
calculated total energy	-9312.6484	eV
multiplicity	1
F_max	0.0796	hartree/bohr
structure (SMILES)	C[C@@H]1CNC=[NH+]O1
net charge	+1

Atomic partial charges in e from the natural (NBO) method, atoms 1 to 6:
1 C -0.627
2 C 0.070
3 C -0.281
4 N -0.512
5 C 0.342
6 N -0.256

---

For each record above, in turn, the calculated frontier orbital gap values are 10.375, 10.967, 10.765 eV.
For each record above, in turn, the calculated energy above the lowest of the compared OMol25 structures with the same formula, charge and spin values are 35.2, 56.5, 77.7 kcal per mole.
For each record above, in turn, the calculated HOMO level values are -13.9, -14.4, -14.5 eV.